Entry from the OMol25 dataset: 3 unconnected molecules or ions with the total composition C4H7NO (ωB97M-V/def2-TZVPD).

Calculated values
net charge = 0
electronic energy = -286.3328 Eh
ΔE to the lowest compared entry with this formula, charge and spin = 187.5 kcal/mol

Atoms and positions in Å:
1 C -1.75 -0.20 0.02
2 N -1.79 1.05 0.59
3 C -0.62 0.80 -0.29
4 C 0.56 0.18 0.08
5 C 1.98 0.04 0.15
6 O 1.06 -0.38 1.21
7 H -1.54 -1.02 0.72
8 H -0.70 -1.42 -1.38
9 H -1.61 1.07 1.59
10 H -0.65 1.30 -1.25
11 H 0.08 -1.72 -1.59
12 H 2.46 -0.77 -0.37
13 H 2.59 0.89 0.41

Results of the natural (NBO) charge analysis, in e, for atoms 1 through 6: atom 1 (C): -0.137, atom 2 (N): -0.513, atom 3 (C): -0.209, atom 4 (C): 0.302, atom 5 (C): -0.122, atom 6 (O): -0.449

---

Entry from the OMol25 dataset: a molecular structure, C4H7NO (ωB97M-V/def2-TZVPD).

Calculated values
net charge = 0
electronic energy = -286.4856 Eh
ΔE to the lowest compared entry with this formula, charge and spin = 91.6 kcal/mol

Atoms and positions in Å:
1 C 0.84 -1.96 0.18
2 N 0.04 -0.26 0.46
3 C -0.54 1.14 0.92
4 C -0.62 1.49 -0.58
5 C -0.04 0.09 -0.81
6 O 0.33 -0.62 -1.72
7 H 0.31 -2.46 0.97
8 H 0.75 -2.52 -0.77
9 H 1.88 -1.72 0.36
10 H 0.15 1.78 1.49
11 H -1.51 1.12 1.43
12 H -1.63 1.63 -0.99
13 H 0.02 2.30 -0.93

Results of the natural (NBO) charge analysis, in e, for atoms 1 through 6: atom 1 (C): -0.305, atom 2 (N): -0.490, atom 3 (C): -0.180, atom 4 (C): -0.507, atom 5 (C): 0.636, atom 6 (O): -0.644

---

Entry from the OMol25 dataset: C4H7NO in the gas phase (ωB97M-V/def2-TZVPD).

Calculated values
net charge = 0
electronic energy = -286.5713 Eh
ΔE to the lowest compared entry with this formula, charge and spin = 37.9 kcal/mol

Atoms and positions in Å:
1 C -0.76 1.82 -0.31
2 C -0.58 0.44 0.27
3 O -1.08 0.12 1.33
4 C 0.26 -0.55 -0.48
5 C 1.24 -1.33 0.33
6 N 0.03 -1.96 -0.17
7 H -0.78 1.81 -1.40
8 H 0.07 2.46 0.01
9 H -1.69 2.25 0.09
10 H 0.49 -0.33 -1.52
11 H 1.30 -1.09 1.39
12 H 2.16 -1.66 -0.13
13 H -0.66 -1.97 0.58

Results of the natural (NBO) charge analysis, in e, for atoms 1 through 6: atom 1 (C): -0.716, atom 2 (C): 0.577, atom 3 (O): -0.565, atom 4 (C): -0.217, atom 5 (C): -0.225, atom 6 (N): -0.553

---

Entry from the OMol25 dataset: 2 unconnected molecules or ions with the total composition C4H7NO (ωB97M-V/def2-TZVPD).

Calculated values
net charge = 0
electronic energy = -286.3833 Eh
ΔE to the lowest compared entry with this formula, charge and spin = 155.8 kcal/mol

Atoms and positions in Å:
1 C 0.33 -0.98 -0.78
2 C 0.35 -1.29 0.69
3 C -0.45 -0.17 0.16
4 C -0.71 1.28 0.38
5 N -2.99 -0.35 0.03
6 O -3.17 0.75 -0.25
7 H 1.26 -0.34 -1.13
8 H -0.19 -1.64 -1.36
9 H -0.18 -2.27 0.92
10 H 1.24 -0.94 1.19
11 H -0.07 1.68 1.16
12 H -1.77 1.40 0.86
13 H -0.68 1.73 -0.60

Results of the natural (NBO) charge analysis, in e, for atoms 1 through 6: atom 1 (C): -0.467, atom 2 (C): -0.473, atom 3 (C): 0.090, atom 4 (C): -0.685, atom 5 (N): 0.207, atom 6 (O): -0.216

---

Copy entry 2 word for word.
Entry from the OMol25 dataset: a molecular structure, C4H7NO (ωB97M-V/def2-TZVPD).

Calculated values
net charge = 0
electronic energy = -286.4856 Eh
ΔE to the lowest compared entry with this formula, charge and spin = 91.6 kcal/mol

Atoms and positions in Å:
1 C 0.84 -1.96 0.18
2 N 0.04 -0.26 0.46
3 C -0.54 1.14 0.92
4 C -0.62 1.49 -0.58
5 C -0.04 0.09 -0.81
6 O 0.33 -0.62 -1.72
7 H 0.31 -2.46 0.97
8 H 0.75 -2.52 -0.77
9 H 1.88 -1.72 0.36
10 H 0.15 1.78 1.49
11 H -1.51 1.12 1.43
12 H -1.63 1.63 -0.99
13 H 0.02 2.30 -0.93

Results of the natural (NBO) charge analysis, in e, for atoms 1 through 6: atom 1 (C): -0.305, atom 2 (N): -0.490, atom 3 (C): -0.180, atom 4 (C): -0.507, atom 5 (C): 0.636, atom 6 (O): -0.644

---

Please write out number 3 again, unchanged.
Entry from the OMol25 dataset: C4H7NO in the gas phase (ωB97M-V/def2-TZVPD).

Calculated values
net charge = 0
electronic energy = -286.5713 Eh
ΔE to the lowest compared entry with this formula, charge and spin = 37.9 kcal/mol

Atoms and positions in Å:
1 C -0.76 1.82 -0.31
2 C -0.58 0.44 0.27
3 O -1.08 0.12 1.33
4 C 0.26 -0.55 -0.48
5 C 1.24 -1.33 0.33
6 N 0.03 -1.96 -0.17
7 H -0.78 1.81 -1.40
8 H 0.07 2.46 0.01
9 H -1.69 2.25 0.09
10 H 0.49 -0.33 -1.52
11 H 1.30 -1.09 1.39
12 H 2.16 -1.66 -0.13
13 H -0.66 -1.97 0.58

Results of the natural (NBO) charge analysis, in e, for atoms 1 through 6: atom 1 (C): -0.716, atom 2 (C): 0.577, atom 3 (O): -0.565, atom 4 (C): -0.217, atom 5 (C): -0.225, atom 6 (N): -0.553

---

- Look up the electronic energy of the first one.
  -286.3328 Eh